Entry 1:
{"formula": "C4H32N2O12", "method": "the ωB97M-V functional and the def2-TZVPD basis", "e_tot_ev": -32214.9802, "orbital_gap_ev": 9.489, "smiles": "NC[C@H](CO)NCO.O.O.O.O.O.O.O.O.O.O", "homo_ev": -9.464, "species": ["C", "H", "H", "H", "O", "H", "H", "H", "H", "H", "H", "O", "O", "H", "N", "O", "O", "H", "H", "O", "H", "H", "H", "H", "C", "H", "O", "O", "H", "H", "H", "H", "H", "N", "H", "H", "O", "C", "H", "H", "H", "H", "H", "O", "H", "O", "H", "H", "O", "C"], "xyz": [[-0.19552, -0.64320, -0.29016], [-0.00991, -3.65302, 2.75526], [-2.35571, 0.90828, -0.46801], [-1.11247, -4.02237, 1.51343], [1.64489, -1.95214, 2.97088], [3.02755, -1.79882, -2.14336], [0.75033, 3.88505, 1.08905], [-0.42947, -1.21198, -2.17545], [1.75387, 2.49698, -3.94764], [1.66961, -1.30799, -1.58652], [-0.03218, 1.59149, 1.34619], [2.17860, -0.05028, 1.01882], [-0.63884, -3.86164, -0.23589], [-2.68908, 1.89002, 3.14991], [-1.68239, 0.71746, -2.49137], [0.03246, -1.50603, -1.38575], [2.63227, -1.13343, -1.58109], [2.72693, -0.29794, 0.32189], [-2.14908, -1.48613, 3.33184], [0.90140, 2.40133, -3.62340], [2.11104, -1.20912, 2.85134], [0.58560, -0.96734, 0.37698], [-0.43234, -3.08810, -0.80540], [2.55757, 1.92320, 0.10800], [-1.55072, 1.30224, -1.09220], [-1.08673, -0.87432, 0.25966], [2.95210, 0.83192, -3.48947], [-1.86364, 1.59009, 2.85307], [-4.35018, -0.96880, 0.02722], [-2.54254, 0.90050, -2.97395], [-1.12208, -1.53666, 2.22967], [-1.60714, 2.36050, -1.02750], [-3.44305, -0.53677, 1.08690], [0.48257, 1.67782, 0.56921], [-0.24816, 4.73787, 1.74268], [-1.83540, 0.59190, 2.94433], [0.51331, 4.79814, 1.25583], [1.90788, 1.40448, 0.88136], [0.78398, 2.88111, -2.81663], [-1.00549, 1.26066, -3.09584], [2.21772, 1.72400, 1.92172], [-0.26943, -4.62350, -0.59314], [2.32668, 0.51114, -2.82441], [-1.92380, -1.03727, 2.55854], [1.82502, -2.76461, 2.47515], [-3.97886, -0.23883, 0.50182], [3.43758, 0.02008, -3.70377], [0.66351, 1.03111, -1.53602], [-1.10164, -3.54034, 2.37850], [-0.02660, 0.87322, -0.63230]]}

---

Entry 2:
{"formula": "CH2Cl2OSi", "method": "the ωB97M-V functional and the def2-TZVPD basis", "e_tot_ev": -36038.0527, "orbital_gap_ev": [8.124, 7.164], "homo_ev": [-8.358, -8.544], "species": ["Si", "C", "Cl", "H", "O", "Cl", "H"], "xyz": [[-1.41518, 0.36701, 0.61229], [2.04918, -0.15993, -0.13298], [-1.25571, -1.45441, -0.55730], [1.99336, -1.27260, 0.24963], [2.55363, 0.20532, -1.12630], [-1.29695, 1.95990, -0.61911], [-2.62832, 0.35471, 1.57376]]}

---

Entry 3:
{"formula": "C8H13N2O", "method": "the ωB97M-V functional and the def2-TZVPD basis", "e_tot_ev": -13523.6823, "orbital_gap_ev": 10.292, "smiles": "C=C[C@H](c1ccno1)[NH+](C)C", "total_charge": 1, "homo_ev": -13.508, "species": ["C", "H", "H", "N", "H", "H", "H", "C", "C", "H", "H", "H", "C", "O", "C", "N", "H", "H", "H", "C", "H", "H", "C", "C"], "xyz": [[-0.95431, 0.75857, -2.73260], [1.57844, -0.58244, -0.42893], [-2.00015, -0.79692, -0.64650], [-0.53553, -1.33957, -3.54759], [0.83058, 0.21117, 2.26945], [2.44802, 0.97270, 0.83113], [-2.03607, -1.50444, 0.89505], [0.93646, 1.65396, -0.27492], [2.03706, 1.85173, 0.45591], [-0.29028, -1.25179, 2.52147], [-0.70755, 0.52766, 0.83000], [0.43252, 2.33962, -0.84900], [0.63824, 0.08550, -0.60525], [0.20115, -1.16764, -2.50076], [-1.38624, -1.33948, 0.07610], [-0.30124, -0.35624, 0.53634], [2.26226, 2.90123, 0.64160], [-1.74180, 0.06239, -4.67706], [-1.25668, 1.74993, -2.54436], [-1.15705, -0.21373, -3.79342], [1.31815, -1.50516, 1.44593], [-1.10765, -2.34032, -0.34635], [-0.07443, -0.00940, -1.90303], [0.50633, -0.74966, 1.76006]]}

---

Entry 4:
{"formula": "C47H91I2N9O9S", "method": "the ωB97M-V functional and the def2-TZVPD basis", "e_tot_ev": -109072.8344, "orbital_gap_ev": 7.782, "smiles": "CCCCCCCCCCC[C@@H]1C(=O)N[C@](CCCCCCCSc2nnco2)(COC)[C@H]1/C(I)=C(/C)I.CNC(C)=O.CNC(C)=O.CNC(C)=O.CNC(C)=O.CNC(C)=O.CNC(C)=O", "homo_ev": -8.337, "species": ["H", "C", "C", "H", "H", "H", "H", "H", "N", "C", "H", "H", "H", "H", "O", "N", "H", "H", "N", "C", "H", "H", "H", "H", "C", "H", "H", "C", "H", "H", "H", "H", "C", "C", "H", "H", "H", "H", "C", "C", "H", "H", "H", "C", "H", "C", "H", "H", "H", "C", "C", "H", "H", "C", "O", "C", "H", "C", "C", "H", "H", "C", "C", "S", "H", "C", "H", "N", "H", "H", "H", "C", "H", "C", "I", "H", "O", "C", "N", "O", "H", "C", "H", "C", "H", "H", "C", "O", "O", "H", "C", "C", "H", "H", "H", "C", "C", "H", "C", "H", "H", "H", "H", "N", "C", "I", "H", "H", "H", "H", "H", "H", "H", "H", "H", "H", "N", "H", "N", "H", "C", "H", "C", "H", "N", "H", "H", "O", "H", "C", "H", "H", "C", "H", "C", "C", "H", "H", "H", "H", "C", "C", "H", "H", "C", "O", "H", "H", "C", "H", "O", "H", "H", "C", "C", "H", "C", "H", "C"], "xyz": [[-1.74898, 1.88454, -0.94687], [0.02955, 7.01079, 0.38318], [-1.00450, -1.48954, -3.39115], [-6.90897, -1.36122, -1.63311], [3.76236, -9.68674, 6.11695], [6.16782, -6.04275, -2.31980], [-0.02400, -8.70868, 3.46371], [3.69360, 11.10518, -2.84724], [-4.68975, -6.08626, -5.74099], [-0.04402, 4.36534, 5.97327], [11.37574, 13.61385, -1.75925], [6.53169, -4.31166, -2.18821], [0.28294, -10.88192, 7.32994], [-0.08660, 9.22875, 0.91536], [1.06541, -6.21332, 0.27462], [10.40403, 13.48945, -3.84766], [-9.15600, 0.14455, 0.88647], [-3.43701, -7.39580, -3.64888], [4.01216, -3.57493, -3.06593], [-1.89612, 2.94207, 1.18920], [-9.17992, -1.89323, -2.40793], [5.81386, -2.73585, -3.79158], [-4.57835, -2.12630, -2.70684], [3.59871, -11.40931, 6.59762], [2.34732, 5.79962, 1.50647], [-2.17037, -3.44037, 3.05052], [-1.47086, 2.55655, 2.22731], [-0.26162, 4.85436, 3.24588], [-4.70046, 0.50631, -2.62612], [-5.06643, -6.86511, -3.11181], [1.55798, -3.15732, -1.33329], [-4.63879, -7.83157, -6.83864], [0.45368, -2.16439, -3.06293], [-4.06576, -6.53576, -3.40374], [0.68861, 9.20548, -1.42012], [4.51604, -10.96542, 5.14578], [-0.51198, -6.84143, 1.94198], [0.74560, -4.84031, -3.35817], [-3.69392, -0.29840, -0.65552], [-0.30276, 4.27090, -0.76589], [0.44519, -9.17416, 6.85338], [2.05013, 7.94112, -1.10508], [-2.82591, 0.70180, -2.59769], [-1.92596, 1.65319, 0.18507], [1.85162, 4.07252, -0.37956], [0.88856, 5.66422, 0.77131], [1.19635, -1.28052, -2.78717], [-3.84912, -1.32557, -4.26357], [-2.26775, -2.62433, -1.71606], [-3.68909, -0.02259, -2.27612], [0.07021, 4.52051, 1.67712], [-1.40016, 0.85866, 4.95360], [-8.41124, -0.82582, 2.17097], [0.46544, -3.19600, -1.78520], [-6.42356, -1.29779, 0.69565], [5.59124, 11.87824, -1.70318], [-5.13707, -8.06571, -5.14229], [-8.98668, -0.98369, -1.83434], [-2.36763, -2.95900, 4.01123], [-2.37402, -3.37100, -3.44668], [-0.26094, -2.89365, -0.90784], [-1.50926, -0.21437, 4.77153], [1.94946, -8.43795, 0.32714], [6.29601, 12.81080, -3.16727], [3.01370, -3.45670, -2.93494], [10.34384, 13.43967, -2.32663], [4.92791, 12.62808, -1.08454], [1.11301, 4.82838, -0.50696], [-0.67814, -0.54388, 4.14245], [4.32463, -2.34499, -4.69163], [-3.03112, 3.23419, 1.41655], [0.27413, 3.99153, 4.37437], [5.21324, 9.96039, -2.95055], [-5.20790, -7.40645, -6.00860], [1.51844, 2.19367, 4.06675], [-0.90113, -5.03713, -2.36826], [-3.75567, -4.44498, -4.52880], [2.39925, -10.82635, 4.92366], [1.20187, -10.54780, 5.51404], [2.43326, -11.15964, 3.74061], [-4.71223, -5.40018, -6.48720], [4.75080, -2.50890, -3.69916], [-1.48788, -0.73161, 5.73436], [0.77951, 8.43006, 0.72314], [4.97104, 5.30409, -0.13928], [0.73787, 3.56331, 1.43380], [-3.67186, -1.47123, -3.10608], [3.70445, -5.56805, -2.08182], [-3.59364, 0.43453, 3.78787], [-2.02426, 5.11046, 0.56407], [5.94953, -5.05589, -2.73802], [4.05738, 9.72840, -0.97716], [-1.21625, 0.83643, 0.64063], [4.62108, -1.60475, -3.09977], [6.23268, -5.05831, -3.79388], [1.54624, 8.91198, -0.64330], [4.48118, -4.76725, -2.59878], [6.45680, 11.51191, -0.99759], [4.60232, 10.68365, -2.23557], [2.18364, 6.52193, 2.43984], [0.54345, -9.66356, 2.06840], [2.54117, 10.64038, 0.61696], [-2.97315, -3.62649, 4.62874], [0.08027, -7.63064, 1.70864], [-3.48131, 1.04303, 0.26928], [-1.48928, 6.58013, 3.93218], [0.38872, 5.41215, 6.27130], [1.38380, -9.26952, -0.10134], [2.71867, 4.77120, 1.97556], [-3.61528, -6.00873, -2.55771], [1.43491, 8.42902, 1.69173], [2.20180, 11.03558, -1.20474], [-4.78293, -0.70784, -0.39326], [-1.42304, -2.75176, 4.51614], [1.86311, -10.06616, 7.46533], [-4.03016, -1.85247, 3.29608], [-3.13441, -1.76187, 3.76242], [0.80162, -5.44824, -1.51854], [-7.75372, -1.16731, -1.10695], [2.63185, -8.05455, -0.43693], [-4.15204, -5.60766, -4.58268], [-9.83279, -0.78079, -1.17629], [0.23575, -4.75653, -2.29367], [-1.10349, -1.44703, -4.57908], [9.05991, 13.29499, -4.18937], [4.83547, 5.27423, 1.82894], [-4.15401, 1.89308, -0.23040], [-0.56826, 3.93769, -2.02881], [5.50335, 6.78127, 0.90616], [-2.29906, -2.34094, -2.85370], [-1.19239, 4.23311, 6.16017], [0.92210, -2.71378, -3.99371], [1.01247, -7.34373, 0.75547], [-6.25420, -7.30543, -6.30619], [0.94824, -10.14365, 6.87614], [-7.55131, -1.11590, 0.24073], [2.54263, -8.77874, 1.17980], [4.10214, 8.61466, -1.39971], [-2.94188, -1.11757, -0.29134], [0.51391, 3.57438, 6.67061], [8.14369, 13.08946, -2.99198], [-8.73311, -0.83474, 1.12562], [-0.24457, 7.05754, -0.77800], [-9.48734, -1.61659, 1.00347], [-1.17872, 4.28821, 0.61071], [8.99442, 13.17507, -1.76197], [-8.85141, -0.14723, -2.52393], [4.81560, 9.73701, -0.06424], [2.56895, 10.17945, -0.45885], [-0.97415, -0.36612, -3.04028], [3.34929, 6.45975, 0.65247], [0.41159, -10.64779, 4.88674], [-3.87029, 0.94526, 1.37345], [-2.81621, -0.47340, 4.07617], [-0.14525, -8.88177, 2.39187], [-1.17287, -9.19525, 2.19358], [3.64486, -10.71218, 5.75681], [-1.02782, 7.05774, 0.93554], [4.69720, 5.90394, 0.85132]]}